Entry 1:
16
Properties=species:S:1:pos:R:3:forces:R:3:lowdin_charge:R:1 method="wB97M-V/def2-TZVPD" homo_lumo_gap_ev=9.608 charge=+1 energy_ha=-702.3610 smiles="CS[C@@H](N)C(=[NH2+])O"
C 0.273 0.113 -1.581 0.9464 0.4969 2.6291 -0.333
C -1.290 -0.103 2.125 3.8717 0.9367 0.1641 -0.371
C 0.379 0.185 0.131 -1.6047 -3.0405 -4.6359 -0.546
N -0.843 0.232 -2.229 0.5876 -0.2135 -0.2510 0.254
N 1.705 -0.153 0.378 1.6722 -0.8235 -0.6989 0.007
O 1.388 -0.082 -2.178 1.5329 -0.1631 1.9641 0.136
S -0.840 -1.074 0.668 0.0626 0.8995 0.5515 0.902
H -1.891 -0.624 2.752 -1.1578 -2.1784 2.2278 0.004
H -1.910 0.660 1.880 -1.8128 2.5148 -1.4198 -0.001
H -0.411 0.445 2.667 -1.3202 -1.6441 -0.8145 0.107
H 0.018 1.139 0.299 -0.1605 2.0268 1.1238 0.097
H -1.679 0.593 -1.833 -0.5823 -0.1098 0.7988 0.136
H -0.908 -0.033 -3.189 0.2260 0.1061 -0.7710 0.151
H 1.978 -0.090 1.338 0.3133 0.5808 0.5463 0.115
H 2.164 -0.061 -1.374 -2.2190 0.1381 -1.8255 0.221
H 1.865 -1.148 0.145 -0.3555 0.4732 0.4112 0.121

=====

Entry 2:
22
Properties=species:S:1:pos:R:3:forces:R:3:lowdin_charge:R:1 method="wB97M-V/def2-TZVPD" homo_lumo_gap_ev=10.840 energy_ha=-403.7354 smiles=CCCN.O.O.O
C 0.606 -1.755 -0.697 -0.2464 -0.6567 0.8155 -0.266
C 1.413 -2.149 0.566 1.8935 1.0470 -0.9088 -0.222
C 2.229 -0.969 1.214 -3.3886 0.1444 -0.5152 -0.094
N -0.381 -0.624 -0.664 0.2033 -0.5361 -1.3165 -0.026
H -0.001 -2.632 -0.856 -0.0318 -0.6737 -0.4587 0.093
H 1.182 -1.602 -1.592 0.5908 0.1628 -0.1871 0.104
H 2.177 -2.954 0.332 -1.3576 0.5222 -0.0021 0.118
H 0.623 -2.531 1.192 0.2549 -0.2169 0.9566 0.089
H 2.944 -0.465 0.613 1.5204 -0.6027 -0.4627 0.058
H 2.424 -1.122 2.260 0.6826 -0.1075 0.1973 0.061
H 1.502 -0.155 1.158 -0.3604 0.2436 0.6842 0.050
H -1.122 -0.735 0.025 0.4172 -0.5807 -0.0763 0.054
H -0.832 -0.867 -1.577 -0.1579 0.9784 1.1325 0.106
H -1.270 4.223 1.390 0.0905 0.0523 0.1221 0.029
H -1.093 3.358 0.154 0.6473 -0.4352 -0.4649 -0.025
O -1.729 3.897 0.616 -0.6121 0.2584 0.2130 -0.062
H 0.480 2.366 -1.873 -0.1500 -0.1702 0.6002 0.047
H 0.011 1.184 -0.953 0.2577 -0.0468 0.0948 -0.019
O 0.301 2.122 -0.948 -0.0828 0.3235 -0.4920 -0.096
H -3.693 0.815 -0.590 -0.6230 2.1319 -1.2865 0.001
H -2.448 0.439 0.297 -1.5914 0.3495 -0.7035 0.042
O -3.325 0.157 -0.066 2.0436 -2.1874 2.0584 -0.041

=====

Entry 3:
90
Properties=species:S:1:pos:R:3:forces:R:3:lowdin_charge:R:1 method="wB97M-V/def2-TZVPD" homo_lumo_gap_ev=9.068 energy_ha=-1512.8246 smiles=CC(C)O.CC(C)O.CC(C)O.CC(C)O.CC(C)O.CC(C)O.CO.CO.CO
C -2.163 6.410 35.332 -3.7531 0.3304 -0.6882 -0.246
O -0.925 5.864 35.377 2.8287 0.3528 1.9007 -0.105
H -2.854 6.041 36.154 0.7151 0.4666 -0.5845 0.096
H -2.700 6.112 34.373 0.9724 0.2125 1.3283 0.060
H -2.184 7.517 35.311 0.0753 -0.3476 0.2195 0.077
H -0.464 6.280 36.176 -0.7312 -1.0892 -1.7599 0.133
C -5.488 7.956 35.735 -0.2729 -2.5953 0.7050 -0.087
O -6.412 6.850 35.404 0.0442 0.9500 0.3087 -0.149
H -5.950 8.917 35.962 -0.4886 -0.6062 0.3658 0.067
H -4.953 8.091 34.837 1.2668 0.4757 -0.8382 0.034
H -4.852 7.513 36.554 -0.3402 1.2289 -0.6470 0.093
H -5.870 6.209 34.914 -0.2614 0.6864 0.3053 0.011
C -5.215 4.417 33.800 -0.3340 -1.5507 -1.1709 -0.164
O -4.726 5.612 33.326 0.6816 1.9156 -0.7852 -0.141
H -6.296 4.353 33.809 -0.3610 0.4861 -0.3503 0.077
H -4.913 4.172 34.769 0.7810 -0.1140 1.8676 0.069
H -4.838 3.644 33.162 -0.0658 -0.9437 -0.3695 0.094
H -3.848 5.505 32.911 -0.7672 -0.0406 0.4097 0.096
C -9.398 5.122 34.565 1.8186 -2.1156 -0.4916 -0.028
C -10.404 4.104 35.010 -3.1356 7.8062 1.5787 -0.667
C -11.767 4.324 34.368 -2.1309 1.7735 0.5276 -0.047
O -10.214 2.925 34.721 3.0986 -10.6393 -2.9358 0.015
H -8.564 4.953 35.233 0.5687 0.4660 0.0863 0.055
H -9.725 6.085 34.680 -0.8656 2.4115 0.4236 0.036
H -9.000 5.002 33.553 -0.3655 -0.1837 -0.1909 0.091
H -10.348 4.155 36.101 -1.0199 1.0550 0.7410 0.143
H -11.720 4.364 33.242 0.1527 -0.2044 1.2032 0.102
H -12.260 5.243 34.733 0.4100 0.2161 -0.4163 0.072
H -12.536 3.594 34.703 0.8898 -0.1622 -0.4382 0.084
H -9.292 2.652 34.740 0.0098 -0.1685 -0.1941 0.064
C -9.077 9.189 34.367 1.9017 0.9184 1.4462 -0.039
C -9.853 10.055 33.474 -0.2557 5.0135 6.2976 -0.599
C -9.379 11.571 33.390 -0.0119 -2.1620 -1.1329 -0.002
O -9.697 9.813 32.264 0.2145 -4.1729 -10.3039 -0.024
H -9.381 8.166 34.299 -0.6332 -0.5906 0.9472 0.057
H -8.927 9.738 35.314 -0.9853 -1.1141 0.4216 0.107
H -8.025 9.132 34.116 0.3837 0.1428 -0.9260 0.057
H -10.905 10.079 33.767 -0.3976 -0.0626 0.4702 0.143
H -8.458 11.692 32.824 0.1657 -0.4882 0.1111 0.069
H -9.296 12.072 34.253 0.4256 1.6878 3.5819 0.028
H -10.101 12.090 32.830 -1.1722 0.5513 -0.8680 0.065
H -9.996 8.923 31.992 0.1402 0.4691 0.1662 0.132
C -5.942 13.385 33.682 0.0112 -1.6457 -0.6272 -0.019
C -4.910 12.185 33.708 -6.0021 -0.2838 6.9474 -0.615
C -5.623 10.820 33.684 -1.0953 1.6704 1.4232 -0.022
O -4.102 12.266 32.790 6.4281 2.0816 -8.8348 0.028
H -5.435 14.310 33.916 0.0729 0.3023 -0.2033 0.062
H -6.744 13.220 34.410 0.1200 0.0607 -0.0901 0.065
H -6.386 13.373 32.646 0.4078 0.3188 0.9964 0.096
H -4.261 12.293 34.598 -1.0530 -0.2582 1.3108 0.136
H -5.072 10.032 33.299 1.8357 -1.4158 -0.5174 0.033
H -6.513 10.748 33.095 -0.7578 0.6958 -0.3505 0.049
H -5.881 10.605 34.698 -0.4392 -0.4455 0.6686 0.064
H -3.847 11.425 32.444 0.4431 -0.7468 -0.7982 0.051
C -7.692 8.637 30.003 1.1795 -0.1787 -0.6568 -0.014
C -6.846 8.271 31.222 -9.2522 1.8570 2.3994 -0.625
C -7.506 7.109 31.925 -3.7520 2.0877 0.6349 -0.029
O -5.684 7.882 31.031 9.8869 -2.6859 -2.3127 0.020
H -8.578 9.209 30.146 -0.0389 1.3106 0.6984 0.061
H -8.127 7.874 29.386 0.3405 -1.5210 0.0570 0.072
H -6.955 9.065 29.355 -0.0149 1.1403 -0.7599 0.076
H -6.840 9.149 31.912 -0.5572 -0.1078 -0.3438 0.126
H -6.870 6.687 32.668 0.2041 -0.5125 0.7678 0.052
H -7.944 6.410 31.226 0.3668 -0.4938 -0.1515 0.092
H -8.381 7.641 32.400 0.6365 -1.2965 0.1319 0.074
H -5.526 7.291 31.788 1.0127 0.1056 -0.7839 0.077
C -7.034 2.524 36.162 -1.6895 1.4455 -0.6015 -0.019
C -7.094 1.544 34.993 8.9116 -4.5496 10.2808 -0.728
C -7.452 0.160 35.486 -1.5814 1.2426 3.5484 -0.027
O -7.843 1.846 34.112 -7.2649 4.1801 -11.8176 0.042
H -7.922 2.272 36.794 0.5750 0.7222 -0.2137 0.102
H -7.083 3.625 35.781 -0.0033 -1.9687 0.8261 0.088
H -6.155 2.398 36.742 0.8014 -0.1268 0.6012 0.066
H -6.088 1.382 34.630 1.1231 0.4014 -0.0748 0.138
H -6.936 -0.084 36.427 -0.0535 -0.2131 -0.3788 0.095
H -7.390 -0.592 34.794 0.6903 -1.7904 -1.9372 0.048
H -8.543 0.210 35.719 0.5461 -0.0555 0.1374 0.106
H -7.301 1.821 33.304 -1.5089 0.4137 -0.2081 0.170
C -1.910 9.923 33.442 -0.7598 0.5458 -1.0124 -0.007
C -2.291 9.345 32.094 5.1384 -5.7379 4.3121 -0.608
C -2.858 7.934 32.294 1.9284 -0.3798 0.6905 -0.039
O -3.115 10.000 31.444 -6.5924 7.2914 -3.4415 0.043
H -1.287 9.192 33.862 1.6323 -0.4633 0.7127 0.056
H -2.729 9.982 34.148 -0.6022 0.2662 -0.1077 0.080
H -1.487 10.906 33.262 0.3625 0.0579 0.5104 0.099
H -1.444 9.297 31.442 1.9590 -0.6617 0.2437 0.141
H -2.119 7.353 32.860 -0.5085 0.0980 0.3299 0.076
H -2.949 7.358 31.398 -0.3176 0.0085 -1.1054 0.085
H -3.822 8.041 32.749 -0.3707 -0.2248 0.6376 0.058
H -3.502 9.423 30.836 -1.5945 -0.8055 -1.8597 0.097

=====

Entry 4:
10
Properties=species:S:1:pos:R:3:forces:R:3:lowdin_charge:R:1 method="wB97M-V/def2-TZVPD" homo_lumo_gap_ev="7.654 / 7.653" energy_ha=-264.0584
C -2.309 -3.288 2.561 -1.4539 -0.3438 0.5589 0.049
C -1.213 -3.206 1.963 1.7903 0.0849 -1.0361 -0.302
C -0.359 -0.712 0.674 -0.6925 2.2128 -2.1947 -0.101
C 0.147 0.066 -0.553 -1.7168 -4.7275 -1.3577 -0.036
N -0.041 -2.680 1.801 -1.3406 -2.3175 3.8101 0.056
N 0.169 -1.782 1.015 1.4685 1.2534 -3.1487 0.015
H -1.266 -0.305 1.130 0.3315 -0.1489 0.8002 0.134
H 1.172 0.042 -0.602 2.5032 -0.3680 -0.0932 0.043
H -0.112 1.021 -0.568 -1.4384 4.2762 0.5218 0.009
H -0.245 -0.304 -1.599 0.5488 0.0784 2.1394 0.133

=====

Entry 5:
21
Properties=species:S:1:pos:R:3:forces:R:3:lowdin_charge:R:1 method="wB97M-V/def2-TZVPD" homo_lumo_gap_ev=9.376 energy_ha=-403.4893 smiles="C=CC/C=C/N.O.O"
C -0.814 -0.826 0.418 -1.0360 0.8437 0.2470 -0.160
C -1.818 -1.154 -0.411 0.8927 -0.3658 0.1406 -0.224
N -2.338 -2.431 -0.522 -0.6295 0.6026 -0.1766 0.060
C -0.253 0.574 0.452 0.4296 -0.0721 0.6261 -0.229
C 1.236 0.659 0.205 0.3252 -0.3044 0.1661 -0.202
C 2.098 1.057 1.135 -0.0361 0.3074 -0.2426 0.002
H -0.605 -1.472 1.263 0.4630 -0.2399 -0.2377 0.119
H -2.191 -0.416 -1.113 -0.1258 -0.0775 -0.0370 0.126
H -2.900 -2.555 -1.348 0.1086 -0.3252 0.0953 0.086
H -1.707 -3.186 -0.322 -0.0104 -0.0733 -0.0235 0.088
H -0.811 1.219 -0.228 -0.0370 -0.0350 -0.2185 0.111
H -0.364 0.994 1.458 -0.3391 0.0100 0.0008 0.111
H 1.672 0.306 -0.727 -0.3697 0.1070 -0.1691 0.096
H 3.149 1.142 0.885 0.0612 -0.1513 0.1738 0.057
H 1.789 1.390 2.120 -0.0271 -0.0174 -0.0518 0.067
H 1.190 -2.746 -1.377 -0.1844 0.2983 0.3976 0.038
H 0.278 -1.438 -1.124 0.3423 -0.8076 0.1279 -0.028
O 0.756 -1.987 -1.774 0.1371 0.1495 -0.8511 -0.079
H 0.235 2.935 0.444 -0.2253 0.2217 0.3757 -0.020
H 1.071 4.043 -0.017 -0.0791 0.4227 0.2158 0.042
O 0.326 3.891 0.581 0.3399 -0.4934 -0.5587 -0.064

=====

Relative energy (zero: lowest compared OMol25 entry of this formula, charge and spin) readings, ordered: 39.75 32.56 265.40 168.21 54.81 kcal/mol